No. 1
A 2-piece molecular cluster, C7H13N2O overall. Source: the OMol25 dataset; level of theory: ωB97M-V/def2-TZVPD.

Positions of all 23 atoms, in Å:
O (0.218, 1.739, 0.562)
N (3.542, -0.179, 0.699)
N (3.072, -0.966, -0.014)
C (2.286, -1.598, -0.703)
C (-2.203, 0.241, 0.685)
C (-0.607, -1.672, 0.791)
C (0.218, 0.606, 0.114)
C (-0.896, -0.329, 0.156)
C (1.146, 2.791, 0.256)
C (-0.836, -0.577, -1.355)
H (-1.111, 0.189, -2.007)
H (2.009, 2.623, 0.960)
H (0.151, -1.041, -1.651)
H (2.043, -1.944, -1.676)
H (0.543, 3.711, 0.533)
H (-1.600, -1.289, -1.678)
H (-2.411, 1.028, 0.002)
H (-3.046, -0.434, 0.539)
H (-0.452, -1.764, 1.851)
H (-2.204, 0.460, 1.722)
H (-1.509, -2.175, 0.760)
H (0.252, -2.108, 0.248)
H (1.393, 2.687, -0.795)

* LUMO (spin up / spin down): -4.64 / -6.31 eV
* net charge: +1
* max |F|: 2.8 eV/Å
* molecular weight: 141.2 Da
* orbital gap (spin up / spin down): 8.3 / 6.1 eV
* multiplicity: 3

Löwdin atomic charge list, values in e, 4 entries: O 0.0630; N 0.1938; N -0.2020; C 0.0913

=====

No. 2
An isolated ion of composition C7H13N2O2 and charge +1. Source: the OMol25 dataset; level of theory: ωB97M-V/def2-TZVPD.

Positions of all 24 atoms, in Å:
O (-0.740, -1.776, 0.127)
O (2.801, 0.784, 1.182)
N (-2.558, -0.444, 0.733)
N (0.085, 0.801, 0.183)
C (1.061, -0.323, 0.086)
C (2.613, -0.057, 0.350)
C (-3.662, 0.366, 0.374)
C (3.551, -0.886, -0.351)
C (-1.594, -0.799, -0.070)
C (0.281, 1.832, -0.801)
C (0.591, -1.559, -0.042)
H (1.169, -2.530, -0.003)
H (-2.666, -1.017, 1.602)
H (-0.806, 2.278, -0.926)
H (3.955, -1.753, 0.193)
H (-3.951, 0.764, 1.415)
H (4.519, -0.432, -0.653)
H (-1.487, -0.243, -0.966)
H (2.950, -1.441, -1.148)
H (-4.429, -0.224, -0.108)
H (0.072, 1.146, 1.146)
H (-3.399, 1.200, -0.301)
H (0.728, 2.731, -0.384)
H (0.917, 1.582, -1.637)

* LUMO: -3.66 eV
* net charge: +1
* max |F|: 4.0 eV/Å
* molecular weight: 157.2 Da
* SMILES: CN/C(=C\O/C=[NH+]/C)C(C)=O
* orbital gap: 9.4 eV

Löwdin atomic charge list, values in e, 4 entries: O 0.0708; O 0.1309; N 0.0303; N -0.0767

=====

No. 3
An isolated ion of composition C7H13N2O3 and charge +1. Source: the OMol25 dataset; level of theory: ωB97M-V/def2-TZVPD.

Positions of all 25 atoms, in Å:
O (4.546, 0.929, 1.482)
O (0.174, 0.262, 1.243)
O (3.981, -1.054, 0.728)
N (1.457, 0.107, 1.641)
N (3.797, 0.066, 1.153)
C (-2.421, -0.514, -1.249)
C (-0.104, -0.016, -0.157)
C (2.420, 0.363, 0.916)
C (0.280, 1.162, -1.130)
C (-2.309, 0.617, 0.897)
C (0.501, -1.366, -0.660)
C (-1.627, -0.022, -0.159)
H (0.686, -2.122, 0.007)
H (-3.277, -0.990, -0.878)
H (-0.445, 1.944, -1.192)
H (1.622, -0.340, 2.515)
H (-3.387, 0.786, 0.808)
H (-1.876, -1.103, -1.847)
H (0.578, 0.790, -2.141)
H (-1.679, 1.465, 1.337)
H (1.197, 1.692, -0.828)
H (-0.323, -1.774, -1.245)
H (-2.320, -0.129, 1.759)
H (-2.804, 0.291, -1.745)
H (1.335, -1.044, -1.255)

* LUMO: -6.22 eV
* net charge: +1
* max |F|: 4.1 eV/Å
* molecular weight: 173.2 Da
* orbital gap: 6.7 eV

Löwdin atomic charge list, values in e, 4 entries: O 0.1371; O -0.0674; O 0.0921; N 0.0574

=====

No. 4
A 2-piece molecular cluster, C7H13N2O4 overall. Source: the OMol25 dataset; level of theory: ωB97M-V/def2-TZVPD.

Positions of all 26 atoms, in Å:
O (2.439, 1.788, -2.022)
O (3.295, -0.903, 1.980)
O (2.399, -0.385, -2.132)
O (4.408, 1.026, 2.192)
N (2.598, 0.672, -1.528)
N (1.233, 0.043, 1.100)
C (3.499, 0.319, 1.795)
C (2.244, 2.353, 0.922)
C (-2.062, -0.343, -0.964)
C (-0.823, -0.651, -0.026)
C (-0.045, 0.500, 0.511)
C (-0.037, -1.802, -0.680)
C (2.239, 0.905, 1.058)
H (-1.706, 0.023, -1.883)
H (-0.744, -2.435, -1.281)
H (1.710, -0.837, 1.094)
H (2.464, 2.665, -0.115)
H (2.984, 2.873, 1.471)
H (1.274, 2.973, 1.192)
H (-1.423, -1.010, 0.858)
H (-2.793, 0.406, -0.551)
H (0.091, 1.374, -0.143)
H (0.927, -1.449, -1.152)
H (-0.615, 0.752, 1.313)
H (-2.586, -1.310, -1.207)
H (0.372, -2.607, 0.034)

* LUMO: 3.18 eV
* net charge: -1
* max |F|: 4.7 eV/Å
* molecular weight: 189.2 Da
* orbital gap: 7.3 eV

Löwdin atomic charge list, values in e, 4 entries: O -0.1464; O -0.0514; O -0.1431; O 0.0110

=====

No. 5
A 2-piece molecular cluster, C7H13N3O overall. Source: the OMol25 dataset; level of theory: ωB97M-V/def2-TZVPD.

Positions of all 24 atoms, in Å:
O (1.809, 4.336, 0.294)
N (-0.539, -1.399, -0.513)
N (-2.778, -1.857, -0.219)
N (1.211, 3.445, -1.567)
C (-0.683, -2.673, -0.036)
C (1.179, 3.455, -0.225)
C (1.489, 1.533, 1.535)
C (-1.796, -0.826, -0.431)
C (0.601, 2.292, 0.507)
C (0.449, -3.546, -0.080)
C (-2.092, -2.943, 0.124)
H (-2.095, -0.030, -1.091)
H (-2.600, -3.843, 0.434)
H (2.545, 1.803, 1.491)
H (1.421, 0.441, 1.210)
H (0.867, -3.795, 0.921)
H (0.218, 1.531, -0.278)
H (-0.312, 2.582, 1.193)
H (1.277, -2.994, -0.643)
H (1.706, 4.216, -2.015)
H (0.768, 2.878, -2.166)
H (0.915, 1.583, 2.495)
H (-3.790, -1.734, -0.283)
H (0.229, -4.456, -0.659)

* LUMO: 0.66 eV
* net charge: 0
* max |F|: 4.3 eV/Å
* molecular weight: 155.2 Da
* SMILES: Cc1c[nH]cn1.CCC(N)=O
* orbital gap: 9.1 eV

Löwdin atomic charge list, values in e, 4 entries: O 0.0470; N 0.0770; N 0.0248; N 0.1691

=====

No. 6
A 3-piece molecular cluster, C7H13N3O2 overall. Source: the OMol25 dataset; level of theory: ωB97M-V/def2-TZVPD.

Positions of all 25 atoms, in Å:
O (4.083, -0.351, -0.613)
O (4.870, -0.967, 1.415)
N (-0.932, -2.820, 1.058)
N (-0.575, -2.937, -0.214)
N (-0.619, -0.107, 0.770)
C (0.445, 0.965, 1.206)
C (1.207, -0.246, -0.583)
C (-0.770, 0.723, -1.488)
C (4.503, -0.634, 0.405)
C (-0.225, -0.380, -0.575)
C (0.274, 1.848, -1.195)
C (1.176, 1.260, -0.093)
H (-1.564, 0.322, 0.893)
H (-0.417, -1.976, 1.443)
H (-1.980, -2.724, 1.117)
H (-0.802, 0.291, -2.523)
H (-0.102, 1.750, 1.756)
H (0.797, 1.912, -2.175)
H (-0.245, 2.810, -1.077)
H (-1.886, 0.753, -1.217)
H (1.176, 0.479, 2.068)
H (2.137, 1.869, 0.086)
H (1.869, -0.885, 0.078)
H (1.836, -0.319, -1.519)
H (-1.406, -3.257, -0.816)

* LUMO (spin up / spin down): 0.57 / 0.51 eV
* net charge: 0
* max |F|: 4.8 eV/Å
* molecular weight: 171.2 Da
* orbital gap (spin up / spin down): 7.7 / 7.8 eV

Löwdin atomic charge list, values in e, 4 entries: O 0.2080; O 0.2465; N -0.1259; N -0.0707